Entry 1:
DFT (wB97M-V/def2-TZVPD) results for an isolated molecule of CH2Cl2NO2P in a non-equilibrium geometry.

Output
- Frontier orbital gap: 10.46 eV
- Structure (SMILES): NC(=O)P(=O)(Cl)Cl
- Calculated total energy: -1506.3454 a.u.
- Energy above the lowest of the compared OMol25 structures with the same formula, charge and spin: 10.29 kcal per mole
- LUMO energy: 0.403 eV

Structure (ORCA input):
```
! wB97M-V def2-TZVPD RIJCOSX def2/J DEFGRID3
* xyz 0 1
N -0.420 0.612 -1.040
C -1.129 -0.524 -0.965
O -0.975 -1.590 -1.441
P -2.762 -0.112 0.367
O -2.477 0.426 1.711
Cl -4.067 -1.466 0.202
Cl -3.507 1.552 -0.641
H 0.418 0.639 -1.503
H -1.022 1.337 -0.712
*
```

---

Entry 2:
DFT (wB97M-V/def2-TZVPD) results for a cluster of 9 separate species, C20H32Cl6O16S in total in a non-equilibrium geometry.

Output
- Frontier orbital gap: 9.01 eV
- Calculated total energy: -5144.4377 a.u.
- LUMO energy: 0.234 eV

Structure (ORCA input):
```
! wB97M-V def2-TZVPD RIJCOSX def2/J DEFGRID3
* xyz 0 1
C -3.134 -5.747 -1.098
Cl -2.811 -5.526 0.640
Cl -1.695 -5.654 -2.086
H -3.527 -6.707 -1.205
H -3.855 -4.987 -1.438
C -4.717 2.155 2.640
Cl -5.875 2.233 1.287
Cl -5.537 1.962 4.222
H -4.158 1.273 2.503
H -4.265 3.147 2.562
C 2.415 2.302 -1.375
Cl 2.736 0.683 -0.706
Cl 3.515 2.603 -2.766
H 1.402 2.422 -1.673
H 2.624 3.068 -0.636
C 0.814 4.683 2.433
S 1.835 3.304 2.753
O 3.272 3.731 2.532
C 1.660 3.194 4.466
H 1.254 5.594 2.772
H -0.194 4.554 2.811
H 0.823 4.863 1.375
H 2.238 3.924 5.026
H 2.124 2.192 4.694
H 0.677 3.006 4.890
C -0.860 -1.708 -3.145
C -0.606 -0.201 -3.091
O -1.824 0.346 -2.578
C -2.772 -0.625 -2.500
O -3.892 -0.485 -2.058
O -2.239 -1.758 -2.848
H -0.389 -2.177 -2.324
H -0.627 -2.268 -4.079
H -0.498 0.247 -4.099
H 0.230 0.021 -2.450
C -2.892 4.584 -0.137
C -2.844 3.518 -1.268
O -1.580 3.901 -1.945
C -0.838 4.683 -1.115
O 0.345 4.890 -1.341
O -1.552 5.186 -0.082
H -3.087 4.144 0.808
H -3.585 5.462 -0.431
H -3.648 3.733 -2.001
H -2.989 2.462 -0.974
C 3.751 -0.926 -3.796
C 4.755 -1.453 -2.645
O 3.955 -1.928 -1.631
C 2.726 -2.033 -2.042
O 1.879 -2.645 -1.400
O 2.535 -1.511 -3.282
H 3.927 -1.280 -4.828
H 3.672 0.138 -3.707
H 5.299 -0.641 -2.166
H 5.384 -2.209 -3.001
C 1.946 -4.448 1.207
C 1.526 -5.768 1.878
O 1.272 -5.421 3.249
C 1.276 -4.086 3.407
O 1.011 -3.587 4.457
O 1.659 -3.503 2.267
H 1.360 -4.186 0.343
H 3.019 -4.415 1.041
H 2.408 -6.394 1.893
H 0.684 -6.269 1.382
C -0.889 -1.072 1.595
C 0.172 -0.856 0.569
O -0.016 0.522 0.190
C -0.994 1.062 1.004
O -1.364 2.217 0.886
O -1.584 0.198 1.805
H -0.470 -1.333 2.568
H -1.654 -1.869 1.340
H 0.039 -1.471 -0.365
H 1.237 -1.058 0.817
*
```

---

Entry 3:
DFT (wB97M-V/def2-TZVPD) results for a cluster of 12 separate species, C42H107F4NO13PS in total in a non-equilibrium geometry.

Output
- Frontier orbital gap: 5.97 eV
- Calculated total energy: -3836.0931 a.u.
- LUMO energy: 1.529 eV

Structure (ORCA input):
```
! wB97M-V def2-TZVPD RIJCOSX def2/J DEFGRID3
* xyz -1 1
C -5.769 -5.939 1.379
C -4.349 -6.819 1.439
C -3.660 -6.603 2.911
O -3.727 -5.111 3.057
P -2.748 -4.895 4.523
N -2.153 -4.715 6.227
C -3.382 -3.061 4.354
C -2.938 -2.356 2.943
C -4.160 -2.120 1.871
S -4.295 -0.338 1.242
O -1.829 -6.416 4.528
C -2.061 -6.905 3.128
C -1.445 -8.387 2.789
F -1.682 -9.372 3.871
F -1.837 -8.887 1.424
C 0.212 -8.180 2.706
F 0.901 -8.686 3.927
F 0.786 -8.782 1.457
H -5.632 -4.888 0.876
H -6.635 -6.538 0.822
H -6.200 -5.735 2.472
H -4.677 -7.940 1.321
H -3.632 -6.451 0.568
H -4.345 -7.205 3.649
H -3.921 -5.424 5.170
H -1.566 -4.393 3.871
H -2.782 -4.064 6.770
H -2.334 -5.661 6.677
H -2.931 -2.453 5.264
H -4.562 -3.054 4.537
H -2.078 -2.906 2.362
H -2.521 -1.278 3.218
H -5.157 -2.546 2.310
H -3.921 -2.773 0.903
H -5.444 -0.326 0.394
H -1.581 -6.249 2.254
H 0.439 -7.008 2.676
C -3.994 1.823 -2.193
C -2.973 2.892 -1.836
C -1.553 2.401 -2.065
O -3.132 3.259 -0.468
H -3.861 0.932 -1.570
H -5.011 2.187 -2.012
H -3.908 1.531 -3.244
H -3.154 3.789 -2.439
H -1.334 1.530 -1.437
H -0.829 3.176 -1.792
H -1.394 2.126 -3.112
H -2.974 2.469 0.074
C 0.529 2.216 -5.589
C 1.336 1.672 -4.421
C 2.756 1.328 -4.841
O 0.699 0.503 -3.911
H 0.453 1.475 -6.392
H -0.495 2.447 -5.275
H 0.984 3.125 -5.994
H 1.359 2.411 -3.613
H 2.759 0.556 -5.618
H 3.322 0.926 -3.994
H 3.279 2.211 -5.224
H 0.673 -0.159 -4.622
C 2.691 -7.265 5.965
C 3.712 -6.196 6.322
C 5.132 -6.687 6.094
O 3.553 -5.829 7.690
H 2.824 -8.156 6.588
H 1.674 -6.901 6.146
H 2.777 -7.557 4.914
H 3.531 -5.299 5.719
H 5.351 -7.558 6.721
H 5.856 -5.912 6.366
H 5.291 -6.962 5.046
H 3.711 -6.619 8.233
C 3.750 5.224 -8.768
C 4.557 4.680 -7.600
C 5.978 4.336 -8.020
O 3.920 3.511 -7.090
H 3.674 4.483 -9.571
H 2.727 5.455 -8.454
H 4.206 6.133 -9.173
H 4.581 5.419 -6.792
H 5.981 3.564 -8.797
H 6.543 3.934 -7.173
H 6.500 5.219 -8.403
H 3.895 2.849 -7.800
C -9.417 -1.037 -1.346
C -9.078 -0.065 -0.226
C -9.810 1.256 -0.399
O -7.673 0.171 -0.216
H -9.119 -0.632 -2.319
H -8.874 -1.979 -1.215
H -10.490 -1.252 -1.371
H -9.343 -0.509 0.739
H -9.526 1.742 -1.339
H -9.547 1.950 0.407
H -10.895 1.110 -0.396
H -7.428 0.566 -1.069
C -3.276 1.187 7.797
C -2.966 -0.289 7.607
C -1.905 -0.763 8.587
O -2.510 -0.508 6.274
H -2.385 1.800 7.622
H -4.032 1.518 7.077
H -3.644 1.386 8.808
H -3.880 -0.877 7.741
H -0.965 -0.219 8.440
H -1.683 -1.824 8.430
H -2.232 -0.623 9.621
H -1.699 0.010 6.146
C 2.599 0.219 6.437
C 1.746 -1.039 6.391
C 2.604 -2.284 6.232
O 0.834 -0.951 5.299
H 3.168 0.340 5.508
H 1.968 1.108 6.539
H 3.301 0.189 7.276
H 1.153 -1.115 7.309
H 3.173 -2.252 5.296
H 1.976 -3.181 6.188
H 3.306 -2.389 7.065
H 1.352 -0.883 4.480
C 3.514 10.213 -6.123
C 3.823 8.737 -6.313
C 4.885 8.262 -5.333
O 4.279 8.518 -7.645
H 4.405 10.826 -6.297
H 2.757 10.543 -6.843
H 3.145 10.412 -5.111
H 2.909 8.148 -6.178
H 5.825 8.806 -5.479
H 5.106 7.201 -5.489
H 4.557 8.403 -4.298
H 5.091 9.036 -7.774
C -0.100 11.045 -9.077
C 0.239 12.017 -7.958
C -0.493 13.338 -8.131
O 1.645 12.253 -7.947
H 0.199 11.449 -10.051
H 0.444 10.103 -8.947
H -1.173 10.830 -9.102
H -0.026 11.572 -6.992
H -0.208 13.824 -9.071
H -0.230 14.032 -7.325
H -1.578 13.192 -8.127
H 1.889 12.647 -8.801
C -0.290 -2.451 -8.775
C 0.731 -1.382 -8.419
C 2.151 -1.873 -8.647
O 0.572 -1.015 -7.050
H -0.157 -3.342 -8.152
H -1.307 -2.087 -8.594
H -0.204 -2.743 -9.826
H 0.551 -0.485 -9.021
H 2.370 -2.744 -8.019
H 2.875 -1.098 -8.374
H 2.310 -2.148 -9.694
H 0.731 -1.805 -6.508
C 6.972 -5.168 9.757
C 7.140 -4.101 8.688
C 6.796 -2.721 9.223
O 6.293 -4.403 7.582
H 5.935 -5.212 10.108
H 7.211 -6.158 9.354
H 7.623 -4.973 10.615
H 8.172 -4.107 8.321
H 5.752 -2.678 9.555
H 6.909 -1.964 8.439
H 7.441 -2.452 10.065
H 5.374 -4.401 7.898
*
```

---

Entry 4:
DFT (wB97M-V/def2-TZVPD) results for an isolated molecule of C4H7NO2 in a non-equilibrium geometry.

Output
- Frontier orbital gap: 10.14 eV
- Structure (SMILES): O[C@@H]1CN=COC1
- Calculated total energy: -361.7849 a.u.
- Energy above the lowest of the compared OMol25 structures with the same formula, charge and spin: 60.22 kcal per mole
- LUMO energy: 0.857 eV

Structure (ORCA input):
```
! wB97M-V def2-TZVPD RIJCOSX def2/J DEFGRID3
* xyz 0 1
O -1.153 -0.376 1.496
C -0.994 0.062 0.163
C -0.262 -0.953 -0.777
N 1.170 -0.708 -0.972
C 1.761 -0.002 -0.114
O 1.204 0.951 0.660
C -0.110 1.308 0.237
H -1.308 -1.325 1.463
H -1.978 0.372 -0.246
H -0.806 -1.073 -1.723
H 0.190 -1.941 -0.491
H 2.824 -0.138 0.060
H -0.068 1.807 -0.744
H -0.467 2.016 0.987
*
```

---

Entry 5:
DFT (wB97M-V/def2-TZVPD) results for an isolated molecule of C3H3NOS.

Output
- Frontier orbital gap: 9.26 eV
- Structure (SMILES): N#CC(=O)CS
- Calculated total energy: -644.2621 a.u.
- Energy above the lowest of the compared OMol25 structures with the same formula, charge and spin: 15.58 kcal per mole
- LUMO energy: -0.563 eV

Structure (ORCA input):
```
! wB97M-V def2-TZVPD RIJCOSX def2/J DEFGRID3
* xyz 0 1
N -2.475 1.177 1.233
C -1.482 0.622 1.114
C -0.215 -0.075 0.938
O 0.378 -0.607 1.833
C 0.229 -0.029 -0.502
S 1.826 -0.909 -0.680
H -0.526 -0.505 -1.133
H 0.347 1.012 -0.812
H 1.918 -0.686 -1.992
*
```

---

Entry 6:
DFT (wB97M-V/def2-TZVPD) results for an isolated molecule of C20H30N4O.

Output
- Frontier orbital gap: 9.12 eV
- Structure (SMILES): Cc1cccc(-n2ccnc2CN2CCN(C(C)C)[C@H](CCO)C2)c1
- Calculated total energy: -1074.3659 a.u.
- Energy above the lowest of the compared OMol25 structures with the same formula, charge and spin: 29.69 kcal per mole
- LUMO energy: 0.686 eV

Structure (ORCA input):
```
! wB97M-V def2-TZVPD RIJCOSX def2/J DEFGRID3
* xyz 0 1
C -5.966 -1.095 -1.677
C -5.061 -0.836 -0.512
C -5.094 -1.656 0.610
C -4.282 -1.396 1.699
C -3.414 -0.319 1.684
C -3.367 0.502 0.564
N -2.486 1.598 0.541
C -2.442 2.595 1.481
C -1.461 3.451 1.080
N -0.892 2.996 -0.067
C -1.520 1.893 -0.383
C -1.119 0.978 -1.494
N 0.104 0.237 -1.219
C 0.029 -0.560 -0.012
C 1.274 -1.434 0.059
N 2.470 -0.610 0.150
C 3.675 -1.381 0.482
C 3.583 -1.923 1.911
C 4.013 -2.514 -0.495
C 2.554 0.230 -1.050
C 3.783 1.154 -1.096
C 3.853 2.176 0.046
O 3.790 1.603 1.326
C 1.280 1.082 -1.142
C -4.195 0.248 -0.523
H -6.162 -2.159 -1.786
H -6.920 -0.592 -1.524
H -5.531 -0.718 -2.600
H -5.765 -2.502 0.630
H -4.321 -2.039 2.566
H -2.770 -0.115 2.525
H -3.116 2.614 2.312
H -1.123 4.357 1.540
H -1.906 0.243 -1.682
H -0.950 1.563 -2.402
H -0.862 -1.193 -0.055
H -0.024 0.066 0.896
H 1.213 -2.069 0.942
H 1.288 -2.070 -0.842
H 4.503 -0.668 0.481
H 3.223 -1.148 2.583
H 4.571 -2.232 2.241
H 2.924 -2.785 1.978
H 4.977 -2.941 -0.231
H 3.267 -3.304 -0.452
H 4.072 -2.144 -1.516
H 2.581 -0.407 -1.956
H 4.696 0.558 -1.109
H 3.745 1.706 -2.037
H 4.808 2.707 -0.002
H 3.051 2.918 -0.077
H 3.051 0.974 1.319
H 1.325 1.689 -2.049
H 1.215 1.758 -0.278
H -4.169 0.913 -1.375
*
```

---

Entry 7:
DFT (wB97M-V/def2-TZVPD) results for an isolated molecule of C3H7N3O2 in a non-equilibrium geometry.

Output
- Frontier orbital gap: 10.65 eV
- Structure (SMILES): [H]/N=C(/CO)NC(N)=O
- Calculated total energy: -433.2771 a.u.
- Energy above the lowest of the compared OMol25 structures with the same formula, charge and spin: 28.68 kcal per mole
- LUMO energy: 0.610 eV

Structure (ORCA input):
```
! wB97M-V def2-TZVPD RIJCOSX def2/J DEFGRID3
* xyz 0 1
H -1.589 -2.405 -0.499
N -1.917 -1.541 -0.114
C -0.988 -0.699 0.078
C -1.348 0.636 0.617
O -1.366 1.631 -0.370
N 0.355 -0.955 -0.164
C 1.497 -0.114 -0.046
N 1.328 1.274 -0.038
O 2.594 -0.656 0.083
H -0.780 0.932 1.504
H -2.365 0.484 0.978
H -1.712 1.199 -1.147
H 0.677 -1.909 0.033
H 0.460 1.682 -0.358
H 2.163 1.828 0.097
*
```

---

Entry 8:
DFT (wB97M-V/def2-TZVPD) results for a structure of composition C32H26Co2NO7 in a non-equilibrium geometry.

Output
- Frontier orbital gap: 4.68 eV
- Calculated total energy: -4581.8205 a.u.
- LUMO energy: 2.140 eV

Structure (ORCA input):
```
! wB97M-V def2-TZVPD RIJCOSX def2/J DEFGRID3
* xyz -1 1
O 2.099 2.623 -1.963
C 2.525 1.601 -2.305
Co 3.060 -0.031 -2.716
C 2.118 -0.346 -4.183
O 1.526 -0.423 -5.174
C 4.585 0.380 -3.608
O 5.428 0.925 -4.184
C 3.290 -1.345 -1.504
C 1.999 -0.855 -1.496
C 0.737 -0.864 -1.057
C -0.291 -1.301 -1.986
C -1.622 -0.802 -1.941
C -2.574 -1.224 -2.866
C -2.237 -2.156 -3.859
C -0.934 -2.664 -3.921
C 0.022 -2.242 -3.002
Co 4.194 -2.236 -3.000
C 5.864 -2.016 -3.489
O 6.970 -1.929 -3.816
C 3.364 -2.819 -4.433
O 2.880 -3.299 -5.367
C 4.363 -3.745 -2.163
O 4.470 -4.752 -1.604
H 3.872 -1.454 -0.575
H 0.446 -0.503 0.060
H -1.866 -0.055 -1.181
H -3.588 -0.825 -2.816
H -2.984 -2.485 -4.582
H -0.653 -3.390 -4.684
H 1.028 -2.674 -3.018
O -0.159 1.813 3.429
C -1.064 1.232 2.495
C -2.301 0.925 3.362
C -2.637 1.845 4.350
C -3.728 1.597 5.192
C -4.492 0.436 5.034
C -4.161 -0.479 4.033
C -3.060 -0.242 3.202
C -1.395 2.252 1.381
C -0.526 3.302 1.080
C -0.871 4.219 0.078
C -2.078 4.089 -0.612
C -2.948 3.039 -0.304
C -2.607 2.120 0.695
C -0.482 -0.052 1.892
C 0.073 -1.012 2.956
C 1.530 -1.304 2.579
C 1.946 -0.196 1.613
N 0.663 0.192 0.925
H 0.731 1.914 3.048
H -2.038 2.750 4.474
H -3.970 2.324 5.968
H -5.346 0.245 5.686
H -4.746 -1.388 3.883
H -2.807 -0.971 2.427
H 0.399 3.448 1.646
H -0.184 5.036 -0.146
H -2.345 4.808 -1.389
H -3.896 2.923 -0.830
H -3.285 1.305 0.960
H -1.259 -0.535 1.284
H 0.019 -0.552 3.954
H -0.550 -1.913 2.981
H 2.186 -1.321 3.454
H 1.604 -2.279 2.081
H 2.325 0.684 2.153
H 2.682 -0.495 0.866
H 0.689 1.149 0.553
*
```

---

Entry 9:
DFT (wB97M-V/def2-TZVPD) results for a cluster of 2 separate species, C5H13N2OS2 in total in a non-equilibrium geometry.

Output
- Frontier orbital gap (alpha / beta): 7.35 / 5.69 eV
- Calculated total energy: -1178.9719 a.u.
- Energy above the lowest of the compared OMol25 structures with the same formula, charge and spin: 162.55 kcal per mole
- LUMO energy (alpha / beta): -5.129 / -5.990 eV

Structure (ORCA input):
```
! wB97M-V def2-TZVPD RIJCOSX def2/J DEFGRID3
* xyz 1 1
C -1.662 0.500 0.072
C 0.195 1.508 -3.193
C 0.577 2.787 -1.253
C 0.517 -2.627 1.102
C 0.433 -0.768 2.832
N -0.257 1.748 -1.868
N -0.160 -1.604 1.804
O -2.262 0.107 0.990
S -1.786 -1.910 2.093
S -0.412 0.213 -0.941
H -0.583 2.112 -3.917
H 1.319 1.795 -3.290
H 0.114 0.340 -3.417
H 1.524 2.928 -1.834
H -0.065 3.765 -1.299
H 0.824 2.464 -0.232
H 1.390 -2.263 0.493
H 0.972 -3.555 1.653
H -0.105 -3.227 0.326
H 0.697 -1.317 3.772
H 1.282 -0.367 2.233
H -0.367 -0.027 3.010
H -2.185 -2.600 0.864
*
```